Arrangement i

Entry from the Open Molecules 2025 dataset: an isolated molecule of C5H8O3 (ωB97M-V/def2-TZVPD).

## Properties
HOMO ... -7.642 eV
Orbital gap ... 8.119 eV
Structure (SMILES) ... CO/C(C=O)=C(\C)O
LUMO level ... 0.5 eV

The geometry in ORCA input format:
```
! RIJCOSX wB97M-V def2-TZVPD def2/J DEFGRID3
* xyz 0 1
C 2.009 1.336 0.506
O 0.740 0.713 0.383
C 0.645 -0.589 0.119
C 1.605 -1.592 -0.263
O 2.816 -1.463 -0.162
C -0.741 -0.968 0.005
C -1.824 0.031 0.156
O -0.990 -2.272 -0.046
H 2.598 0.585 0.859
H 1.717 2.078 1.235
H 2.248 1.690 -0.542
H 1.237 -2.544 -0.640
H -1.665 0.938 -0.541
H -1.674 0.574 1.098
H -2.841 -0.389 0.083
H -1.923 -2.380 0.110
*
```

Atom charges from the natural (NBO) analysis, given in e for atoms 1 to 8: -0.24, -0.52, 0.07, 0.32, -0.58, 0.36, -0.71, -0.65

***

Arrangement ii

Entry from the Open Molecules 2025 dataset: a structure of composition C5H8O3 (ωB97M-V/def2-TZVPD).

## Properties
HOMO ... -10.137 eV
Orbital gap ... 10.135 eV
LUMO level ... 0.0 eV

The geometry in ORCA input format:
```
! RIJCOSX wB97M-V def2-TZVPD def2/J DEFGRID3
* xyz 0 1
C -1.356 0.068 -0.346
C -0.979 1.521 0.013
C 0.530 1.655 -0.109
C 1.092 0.251 0.348
C 0.134 -0.711 -0.086
H -2.001 -1.695 0.233
H -1.585 -0.156 -1.395
H -1.121 1.312 1.044
H -1.801 2.123 -0.397
H 0.921 2.572 0.403
H 0.799 1.971 -1.122
H 0.981 0.430 1.578
H 1.871 -1.167 -0.318
O -2.426 -0.758 0.270
O 2.528 -0.185 -0.029
O 0.573 -1.819 -0.109
*
```

Atom charges from the natural (NBO) analysis, given in e for atoms 1 to 8: 0.06, -0.46, -0.42, -0.06, 0.55, 0.48, 0.19, 0.21

***

Arrangement iii

Entry from the Open Molecules 2025 dataset: a structure of composition C5H8O3 (ωB97M-V/def2-TZVPD).

## Properties
HOMO ... -9.378 eV
Orbital gap ... 10.420 eV
LUMO level ... 1.0 eV

The geometry in ORCA input format:
```
! RIJCOSX wB97M-V def2-TZVPD def2/J DEFGRID3
* xyz 0 1
C -0.799 1.204 1.499
C -1.006 -0.289 -0.419
C 0.202 -0.551 -1.476
C 1.431 -0.819 -0.462
C 0.718 -0.085 0.601
H -1.545 0.727 2.138
H -0.757 2.278 1.696
H -1.938 -0.644 -0.866
H 0.372 0.309 -2.150
H -0.109 -1.499 -1.944
H 1.698 -1.873 -0.284
H 2.316 -0.346 -0.933
H 0.575 0.803 0.011
O -1.220 1.081 0.105
O 0.536 0.618 1.839
O -0.474 -0.914 0.644
*
```

Atom charges from the natural (NBO) analysis, given in e for atoms 1 to 8: 0.20, 0.36, -0.43, -0.41, 0.30, 0.17, 0.18, 0.18

***

Which structure loses on stability? arrangement iii does.

***

Arrangement i

Entry from the Open Molecules 2025 dataset: an isolated molecule of C5H8O3 (ωB97M-V/def2-TZVPD).

## Properties
HOMO ... -9.713 eV
Orbital gap ... 9.649 eV
Structure (SMILES) ... O=CCCC(=O)CO
LUMO level ... -0.1 eV

The geometry in ORCA input format:
```
! RIJCOSX wB97M-V def2-TZVPD def2/J DEFGRID3
* xyz 0 1
O 0.871 0.514 -2.342
C 0.886 1.200 -1.174
C 1.198 0.501 0.118
C -0.023 0.755 1.070
C -1.170 -0.001 0.598
O -2.219 0.583 0.762
C -1.138 -1.400 0.011
O 0.114 -1.931 -0.496
H 0.765 2.479 -0.982
H 2.053 1.004 0.459
H 1.602 -0.475 -0.065
H 0.317 0.187 2.110
H -0.198 1.786 1.434
H -1.483 -1.996 0.911
H -1.919 -1.660 -0.860
H 0.343 -1.546 -1.553
*
```

Atom charges from the natural (NBO) analysis, given in e for atoms 1 to 8: -0.58, 0.43, -0.54, -0.49, 0.51, -0.53, -0.17, -0.76

***

Arrangement ii

Entry from the Open Molecules 2025 dataset: an isolated molecule of C5H8O3 (ωB97M-V/def2-TZVPD).

## Properties
HOMO ... -9.149 eV
Orbital gap ... 9.866 eV
Structure (SMILES) ... CO[C@@H](C=O)/C=C/O
LUMO level ... 0.7 eV

The geometry in ORCA input format:
```
! RIJCOSX wB97M-V def2-TZVPD def2/J DEFGRID3
* xyz 0 1
C 2.262 0.449 -0.147
O 0.942 0.388 0.341
C -0.058 -0.500 -0.434
C 0.205 -1.941 -0.067
O 0.836 -2.712 -0.740
C -1.383 -0.022 0.001
C -1.608 1.279 0.243
O -2.713 1.791 0.806
H 2.294 0.851 -1.165
H 2.749 -0.533 -0.143
H 2.806 1.112 0.525
H 0.150 -0.316 -1.496
H -0.149 -2.209 0.947
H -2.101 -0.773 0.315
H -0.939 2.056 -0.091
H -3.295 1.080 1.105
*
```

Atom charges from the natural (NBO) analysis, given in e for atoms 1 to 8: -0.25, -0.55, -0.03, 0.43, -0.49, -0.39, 0.23, -0.66

***

Arrangement iii

Entry from the Open Molecules 2025 dataset: a cluster of 2 separate species, C5H8O3 in total (ωB97M-V/def2-TZVPD).

## Properties
HOMO ... -9.045 eV
Orbital gap ... 9.716 eV
Structure (SMILES) ... O=C=CCO.C=CO
LUMO level ... 0.7 eV

The geometry in ORCA input format:
```
! RIJCOSX wB97M-V def2-TZVPD def2/J DEFGRID3
* xyz 0 1
O 0.286 0.100 -2.908
C 0.423 0.944 -2.121
C 0.456 1.598 -1.010
C 1.207 1.314 0.277
O 1.743 0.098 0.401
H -0.413 2.290 -0.856
H 0.372 1.514 1.063
H 2.006 2.075 0.427
H 1.091 -0.606 0.612
C -1.239 -1.216 1.565
C -1.171 -1.249 0.256
O -0.114 -1.917 -0.291
H -2.184 -0.863 1.991
H -0.500 -1.626 2.250
H -1.868 -0.671 -0.378
H -0.095 -1.785 -1.277
*
```

Atom charges from the natural (NBO) analysis, given in e for atoms 1 to 8: -0.49, 0.70, -0.58, -0.03, -0.72, 0.26, 0.16, 0.19

***

Which structure loses on stability? arrangement i does.

***

Arrangement i

Entry from the Open Molecules 2025 dataset: an isolated molecule of BrH2O2PS (ωB97M-V/def2-TZVPD).

## Properties
HOMO ... -9.438 eV
Orbital gap ... 8.711 eV
Structure (SMILES) ... OP(O)(=S)Br
LUMO level ... -0.7 eV

The geometry in ORCA input format:
```
! RIJCOSX wB97M-V def2-TZVPD def2/J DEFGRID3
* xyz 0 1
O -0.558 0.505 0.319
P 0.700 0.747 -0.566
O 1.106 -0.635 -1.021
S 0.585 1.967 -2.212
Br 2.170 1.310 1.304
H -0.431 0.759 1.286
H 1.718 -0.672 -1.827
*
```

In the natural (NBO) picture, each atom carries the following charge in e: -1.00, 1.77, -1.01, -0.54, -0.32, 0.55, 0.56

***

Arrangement ii

Entry from the Open Molecules 2025 dataset: a cluster of 2 separate species, BrH2O2PS in total (ωB97M-V/def2-TZVPD).

## Properties
HOMO ... -10.132 eV
Orbital gap ... 8.843 eV
Structure (SMILES) ... O=P(=S)Br.O
LUMO level ... -1.3 eV

The geometry in ORCA input format:
```
! RIJCOSX wB97M-V def2-TZVPD def2/J DEFGRID3
* xyz 0 1
O 3.737 0.863 1.986
P 3.857 0.806 0.543
S 3.645 2.158 -0.859
Br 3.984 -1.319 -0.184
O 0.244 -0.312 0.157
H -0.050 -1.067 -0.312
H -0.280 -0.230 0.878
*
```

In the natural (NBO) picture, each atom carries the following charge in e: -0.97, 1.50, -0.37, -0.16, -0.93, 0.47, 0.46

***

Which structure loses on stability? arrangement ii does.

***

Arrangement i

Entry from the Open Molecules 2025 dataset: an isolated molecule of C5H6N2O3 (ωB97M-V/def2-TZVPD).

## Properties
HOMO (spin up / spin down) ... -9.140 / -8.781 eV
Orbital gap (spin up / spin down) ... 7.543 / 6.881 eV
LUMO level (spin up / spin down) ... -1.6 / -1.9 eV

The geometry in ORCA input format:
```
! RIJCOSX wB97M-V def2-TZVPD def2/J DEFGRID3
* xyz 0 1
C 0.022 0.098 -1.090
C 0.681 -0.760 -0.187
C -0.917 0.817 -0.342
C 1.922 -1.521 -0.376
C -1.653 1.950 -0.366
N 0.197 -0.929 1.101
N -0.868 -0.199 1.488
O 0.735 -1.763 1.889
O -1.323 0.250 2.496
O 0.251 0.423 -2.235
H 2.583 -1.423 0.516
H 2.518 -1.309 -1.284
H 1.667 -2.568 -0.317
H -2.537 1.891 -1.198
H -1.026 2.836 -0.644
H -2.252 2.206 0.549
*
```

Atom charges from the natural (NBO) analysis, given in e for atoms 1 to 8: 0.27, 0.15, 0.30, -0.68, -0.79, 0.20, 0.23, -0.45

***

Arrangement ii

Entry from the Open Molecules 2025 dataset: a structure of composition C5H6N2O3 (ωB97M-V/def2-TZVPD).

## Properties
HOMO ... -7.996 eV
Orbital gap ... 8.677 eV
LUMO level ... 0.7 eV

The geometry in ORCA input format:
```
! RIJCOSX wB97M-V def2-TZVPD def2/J DEFGRID3
* xyz 0 1
C -3.124 0.656 -0.586
C 1.444 -1.840 -0.239
C 1.662 0.560 -0.190
C 2.607 1.617 -0.269
C -0.090 -1.488 -0.098
N -2.969 -0.328 -0.097
N -0.849 -1.649 0.986
O 0.362 0.324 -0.201
O 1.880 -2.959 -0.330
O 2.269 -0.751 -0.259
H -3.099 1.398 -1.320
H 3.660 1.580 -0.627
H 2.105 2.499 -0.118
H -0.541 -1.482 -1.026
H -0.489 -1.528 1.834
H -1.773 -1.289 0.957
*
```

Atom charges from the natural (NBO) analysis, given in e for atoms 1 to 8: 0.16, 0.74, 0.63, -0.65, 0.23, -0.38, -0.72, -0.68

***

Arrangement iii

Entry from the Open Molecules 2025 dataset: an isolated molecule of C5H6N2O3 (ωB97M-V/def2-TZVPD).

## Properties
HOMO ... -9.904 eV
Orbital gap ... 9.353 eV
Structure (SMILES) ... O=[N+]([O-])[C@]1(O)CC=CC=N1
LUMO level ... -0.6 eV

The geometry in ORCA input format:
```
! RIJCOSX wB97M-V def2-TZVPD def2/J DEFGRID3
* xyz 0 1
O 3.546 0.567 -0.445
N 2.609 -0.203 -0.431
O 2.571 -1.213 -1.020
C 1.398 0.204 0.285
O 1.886 0.540 1.711
C 0.412 -0.978 0.429
C -0.844 -0.771 -0.269
C -1.132 0.393 -0.861
C -0.207 1.508 -0.914
N 0.941 1.398 -0.320
H 2.796 0.886 1.656
H 0.259 -1.362 1.440
H 0.978 -1.848 0.133
H -1.609 -1.448 -0.247
H -2.161 0.540 -1.177
H -0.310 2.203 -1.675
*
```

Atom charges from the natural (NBO) analysis, given in e for atoms 1 to 8: -0.37, 0.52, -0.34, 0.45, -0.72, -0.54, -0.08, -0.31

***

Which structure loses on stability? arrangement i does.

***

Arrangement i

Entry from the Open Molecules 2025 dataset: an isolated molecule of C6H3NO (ωB97M-V/def2-TZVPD).

## Properties
HOMO ... -10.161 eV
Orbital gap ... 8.542 eV
Structure (SMILES) ... N#CC1=CC(=O)C=C1
LUMO level ... -1.6 eV

The geometry in ORCA input format:
```
! RIJCOSX wB97M-V def2-TZVPD def2/J DEFGRID3
* xyz 0 1
N -1.445 -2.620 1.840
C -0.858 -1.845 1.053
C -0.261 -0.648 0.350
C 0.207 0.355 1.026
C 0.743 1.426 0.010
O 1.404 2.460 0.221
C 0.169 0.900 -1.371
C -0.157 -0.395 -1.159
H 0.363 0.367 2.183
H 0.166 1.272 -2.407
H -0.332 -1.272 -1.747
*
```

Atom charges from the natural (NBO) analysis, given in e for atoms 1 to 8: -0.27, 0.25, -0.13, -0.22, 0.54, -0.46, -0.29, -0.16

***

Arrangement ii

Entry from the Open Molecules 2025 dataset: a structure of composition C6H3NO (ωB97M-V/def2-TZVPD).

## Properties
HOMO ... -10.439 eV
Orbital gap ... 8.696 eV
LUMO level ... -1.7 eV

The geometry in ORCA input format:
```
! RIJCOSX wB97M-V def2-TZVPD def2/J DEFGRID3
* xyz 0 1
C 2.012 -0.564 -0.257
C 1.512 0.869 -0.173
C 0.251 0.916 -0.003
C -0.274 -0.439 -0.217
C -1.756 -0.767 0.096
C -2.965 -0.558 -0.025
H 1.996 2.110 0.199
H -0.378 1.746 0.142
H -4.107 -0.851 0.310
N 0.708 -1.274 -0.340
O 3.002 -1.189 0.267
*
```

Atom charges from the natural (NBO) analysis, given in e for atoms 1 to 8: 0.62, -0.24, -0.25, 0.22, -0.07, -0.19, 0.24, 0.23

***

Arrangement iii

Entry from the Open Molecules 2025 dataset: an isolated molecule of C6H3NO (ωB97M-V/def2-TZVPD).

## Properties
HOMO ... -9.703 eV
Orbital gap ... 8.345 eV
Structure (SMILES) ... C#CC1=CC=NC1=O
LUMO level ... -1.4 eV

The geometry in ORCA input format:
```
! RIJCOSX wB97M-V def2-TZVPD def2/J DEFGRID3
* xyz 0 1
C -2.106 -1.908 -0.549
C -1.142 -1.224 -0.054
C -0.209 -0.165 0.031
C -0.102 1.059 -0.372
C 1.314 1.569 0.045
N 1.978 0.666 0.639
C 1.156 -0.474 0.803
O 1.504 -1.454 1.401
H -3.102 -2.268 -0.968
H -1.128 1.666 -0.445
H 1.837 2.532 -0.531
*
```

Atom charges from the natural (NBO) analysis, given in e for atoms 1 to 8: -0.16, -0.05, -0.18, -0.23, 0.15, -0.47, 0.65, -0.45

***

Which structure loses on stability? arrangement ii does.